Record 1
DFT (ωB97M-V with the def2-TZVPD basis set) results for a cluster of 3 separate species, C4H5N3 in total.

E_HOMO ... -9.65 eV
ΔE to the lowest compared entry with this formula, charge and spin ... 6.6895 eV
HOMO-LUMO gap ... 8.54 eV
LUMO ... -1.11 eV

```
! RIJCOSX wB97M-V def2-TZVPD def2/J DEFGRID3
* xyz 0 1
N 2.80 -1.95 -1.67
N -0.09 -0.34 -0.67
N 0.01 1.71 1.03
C 1.06 -0.66 -0.23
C -1.69 0.51 0.35
C 0.83 1.40 1.82
C 2.02 -1.38 -1.03
H -0.31 -0.63 -1.62
H -1.87 0.91 1.34
H -2.02 -0.52 0.25
H 1.34 -0.33 0.78
H -1.95 1.18 -0.46
*
```

=====

Record 2
DFT (ωB97M-V with the def2-TZVPD basis set) results for the molecule C3H4S2.

E_HOMO ... -8.14 eV
ΔE to the lowest compared entry with this formula, charge and spin ... 0.2627 eV
HOMO-LUMO gap ... 8.91 eV
Structure (SMILES) ... C1=CSCS1
LUMO ... 0.77 eV

```
! RIJCOSX wB97M-V def2-TZVPD def2/J DEFGRID3
* xyz 0 1
S -1.41 -0.49 -0.45
S 1.51 -0.47 -0.40
C -0.63 1.06 -0.04
C 0.04 -1.36 0.17
C 0.67 1.07 -0.15
H 1.22 1.95 -0.22
H -0.10 -1.34 1.22
H 0.02 -2.36 -0.21
H -1.31 1.92 0.09
*
```

=====

Record 3
DFT (ωB97M-V with the def2-TZVPD basis set) results for a cluster of 3 separate species, C4H8INO2S in total.

E_HOMO ... -8.49 eV
ΔE to the lowest compared entry with this formula, charge and spin ... 1.6632 eV
HOMO-LUMO gap ... 8.19 eV
LUMO ... -0.30 eV

```
! RIJCOSX wB97M-V def2-TZVPD def2/J DEFGRID3
* xyz 0 1
I 1.91 -0.44 -3.63
S -0.38 1.20 2.01
O 3.34 -0.40 1.35
O -1.65 -1.16 2.54
N 4.07 1.29 2.64
C -1.94 0.18 2.67
C 1.01 1.06 2.79
C 3.52 0.56 1.94
C -3.06 0.47 1.62
H -2.20 0.49 3.65
H -3.89 -0.28 1.77
H -0.75 -1.54 2.82
H -3.65 1.38 1.74
H 4.05 2.21 2.89
H 1.19 0.41 3.59
H -2.49 0.14 0.68
H 2.47 -1.09 -2.39
*
```

=====

Record 4
DFT (ωB97M-V with the def2-TZVPD basis set) results for the molecule C10H16SSi.

E_HOMO ... -8.49 eV
ΔE to the lowest compared entry with this formula, charge and spin ... 3.4075 eV
HOMO-LUMO gap ... 9.11 eV
Structure (SMILES) ... C=C/C=C/CC[Si](S)(C=C)C=C
LUMO ... 0.62 eV

```
! RIJCOSX wB97M-V def2-TZVPD def2/J DEFGRID3
* xyz 0 1
S -0.96 -1.84 1.09
Si -1.73 -0.12 0.16
C -1.18 0.07 -1.64
C 0.59 1.67 0.60
C -0.66 -0.83 -2.49
C -3.71 0.17 0.00
C 2.50 0.02 0.29
C -4.43 -0.81 -0.64
C 3.70 -0.63 0.70
C 1.81 0.82 1.09
C 4.39 -1.45 -0.06
C -0.91 1.41 0.95
H 3.97 -0.60 1.83
H 5.28 -1.79 0.38
H -0.35 -0.60 -3.55
H 4.14 -1.57 -1.07
H -1.50 1.10 -2.13
H -5.49 -0.69 -0.87
H 0.82 2.64 1.01
H -4.13 -1.78 -1.00
H -1.45 2.34 0.73
H -4.17 1.09 0.33
H 0.69 1.63 -0.50
H 2.07 -0.15 -0.66
H -1.61 -1.80 2.21
H 2.17 1.04 2.06
H -0.31 -1.80 -2.01
H -1.00 1.18 2.05
*
```

=====

Record 5
DFT (ωB97M-V with the def2-TZVPD basis set) results for the molecule C25H28N2O4.

E_HOMO ... -7.62 eV
ΔE to the lowest compared entry with this formula, charge and spin ... 2.5216 eV
HOMO-LUMO gap ... 7.72 eV
Structure (SMILES) ... COc1ccc(C(=O)/C=C/c2cn(C[C@@H](O)CN3CCOCC3)c3ccccc23)cc1
LUMO ... 0.10 eV

```
! RIJCOSX wB97M-V def2-TZVPD def2/J DEFGRID3
* xyz 0 1
O 7.46 -0.75 -0.69
O 1.64 -1.59 2.05
O -8.92 -1.80 -0.09
O -4.73 2.88 0.50
N 4.85 -1.41 0.22
N 1.15 0.36 -0.21
C -3.16 1.16 0.13
C -0.19 0.32 -0.08
C -2.09 1.98 0.10
C 1.55 1.68 -0.22
C -8.92 -2.95 -0.91
C 2.82 2.23 -0.34
C 3.82 -1.99 1.07
C 6.69 -1.73 -1.33
C -5.57 -0.40 -0.67
C 1.79 4.41 -0.21
C -0.72 1.59 -0.02
C 0.40 2.49 -0.11
C 2.93 3.60 -0.33
C -5.63 0.72 0.14
C -7.88 0.12 0.75
C -6.64 -1.26 -0.79
C 0.53 3.87 -0.10
C -6.81 0.98 0.84
C -4.51 1.70 0.27
C 2.60 -1.06 1.19
C -7.81 -1.02 -0.07
C 6.63 0.22 -0.09
C 2.04 -0.77 -0.22
C 5.73 -2.42 -0.36
C 5.66 -0.42 0.91
H -6.87 1.86 1.46
H -8.80 0.30 1.29
H -3.04 0.09 0.08
H -6.56 -2.11 -1.44
H 3.49 -2.93 0.61
H -9.90 -3.41 -0.77
H -8.79 -2.69 -1.96
H 7.40 -2.45 -1.75
H 7.29 0.93 0.40
H 6.31 -2.94 0.41
H 5.02 0.35 1.33
H -2.29 3.04 0.17
H 1.36 -2.46 1.73
H 1.92 5.49 -0.21
H -4.68 -0.60 -1.26
H -0.70 -0.62 -0.03
H 3.90 4.06 -0.41
H 6.25 -0.88 1.73
H 3.70 1.61 -0.43
H 6.05 0.74 -0.87
H 1.49 -1.64 -0.58
H -0.34 4.51 -0.02
H -8.14 -3.66 -0.60
H 2.88 -0.58 -0.89
H 5.13 -3.15 -0.90
H 2.89 -0.11 1.65
H 4.19 -2.21 2.08
H 6.11 -1.28 -2.15
*
```

=====

Record 6
DFT (ωB97M-V with the def2-TZVPD basis set) results for a cluster of 3 separate species, C4H15NO3 in total.

E_HOMO ... -9.27 eV
ΔE to the lowest compared entry with this formula, charge and spin ... 1.7640 eV
HOMO-LUMO gap ... 9.62 eV
Structure (SMILES) ... CCNCCO.O.O
LUMO ... 0.35 eV

```
! RIJCOSX wB97M-V def2-TZVPD def2/J DEFGRID3
* xyz 0 1
O 2.93 1.02 0.82
O 1.95 1.53 -2.13
O -3.00 0.66 1.65
N -0.28 0.28 0.71
C 0.32 -1.12 0.79
C 0.94 -1.50 -0.54
C -2.67 -0.32 0.62
C -1.43 0.18 -0.14
H 1.06 -1.09 1.61
H -2.29 1.30 1.70
H -0.47 -1.76 1.19
H -3.58 -0.18 0.04
H 1.74 0.90 -2.82
H 1.90 -2.03 -0.45
H 2.73 1.95 0.88
H 0.42 -2.26 -1.11
H -1.84 1.20 -0.32
H 1.15 1.95 -1.82
H 2.88 0.57 -0.04
H -1.41 -0.32 -1.12
H 1.02 -0.57 -1.08
H 0.46 0.91 0.43
H -2.53 -1.29 1.12
*
```